1.
{"formula": "C26H65N8O3P2S3", "method": "ωB97M-V/def2-TZVPD", "total_energy_ev": -97153.8695, "largest_force_ev_per_a": 5.2, "orbital_gap_ev": 7.00, "total_charge": 1, "symbols": ["C", "C", "N", "C", "C", "S", "C", "C", "C", "S", "C", "S", "N", "C", "C", "C", "C", "C", "C", "O", "H", "H", "H", "H", "H", "H", "H", "H", "H", "H", "H", "H", "H", "H", "H", "H", "H", "H", "H", "H", "H", "H", "H", "H", "H", "H", "H", "H", "H", "O", "P", "N", "C", "C", "N", "C", "C", "N", "C", "C", "H", "H", "H", "H", "H", "H", "H", "H", "H", "H", "H", "H", "H", "H", "H", "H", "H", "H", "O", "P", "N", "C", "C", "N", "C", "C", "N", "C", "C", "H", "H", "H", "H", "H", "H", "H", "H", "H", "H", "H", "H", "H", "H", "H", "H", "H", "H"], "xyz": [[-5.6683, 1.7289, -2.5563], [-4.9855, 1.4300, -3.9036], [-4.4413, 0.0716, -4.0967], [-3.6033, -0.4148, -3.0120], [-2.4868, 0.5581, -2.6632], [-1.7298, 0.2145, -1.0549], [-1.9073, -1.5255, -0.6265], [-0.5505, -2.2321, -0.6219], [-0.1310, -2.6022, -2.0500], [-0.9916, -4.1313, -2.4811], [-0.8077, -4.1482, -4.2817], [0.5027, -4.8392, -4.9005], [-1.8717, -3.5723, -5.0370], [-2.6903, -4.6601, -5.6420], [-3.3075, -5.6013, -4.5935], [-1.3724, -2.7299, -6.1392], [-0.6276, -1.4764, -5.6575], [-5.4738, -0.8982, -4.3423], [-5.2496, -1.8913, -5.4471], [-6.4754, -0.9332, -3.6901], [-6.7103, 1.9820, -2.7433], [-5.6916, 0.8856, -1.8721], [-5.2466, 2.6037, -2.0602], [-4.1700, 2.1360, -4.0595], [-5.6769, 1.6012, -4.7245], [-3.1369, -1.3472, -3.3545], [-4.1932, -0.6967, -2.1282], [-1.6672, 0.4729, -3.3753], [-2.7894, 1.6010, -2.6100], [-2.4853, 0.9008, -0.1840], [-2.6169, -2.0591, -1.2553], [-2.2959, -1.5653, 0.3918], [0.2109, -1.6376, -0.1215], [-0.7178, -3.1414, -0.0415], [0.9467, -2.7326, -2.0944], [-0.4574, -1.8165, -2.7314], [-2.0438, -5.2079, -6.3336], [-3.5018, -4.1794, -6.1809], [-2.8676, -6.5929, -4.6803], [-3.2033, -5.2246, -3.5808], [-4.3640, -5.7315, -4.8211], [-2.2394, -2.4358, -6.7275], [-0.7168, -3.2776, -6.8218], [0.4350, -1.5557, -5.8725], [-0.7598, -1.3390, -4.5867], [-1.0238, -0.5997, -6.1661], [-6.1874, -1.9540, -5.9957], [-4.4219, -1.6087, -6.0862], [-5.1060, -2.8642, -4.9768], [1.0601, 2.5395, -2.0005], [2.1607, 2.6173, -0.9823], [3.0641, 3.9590, -1.5059], [4.5008, 4.1104, -1.3911], [2.3422, 5.2227, -1.6218], [2.9458, 1.0924, -1.2909], [4.2051, 1.0056, -2.0118], [2.0271, 0.0874, -1.7831], [2.6279, 2.6071, 0.6302], [2.1844, 3.7332, 1.4564], [3.4453, 1.6318, 1.3396], [4.8738, 4.0578, -0.3585], [4.7983, 5.0819, -1.7828], [5.0341, 3.3800, -1.9939], [2.2703, 5.7524, -0.6631], [1.3308, 5.0490, -1.9896], [2.8299, 5.8821, -2.3401], [4.1570, 1.4673, -3.0069], [4.4861, -0.0420, -2.1348], [5.0181, 1.4562, -1.4429], [1.8204, 0.1991, -2.8575], [1.0798, 0.1607, -1.2527], [2.4303, -0.9167, -1.6165], [2.9650, 4.4961, 1.5432], [1.9158, 3.4043, 2.4606], [1.2969, 4.2048, 1.0310], [4.5100, 1.8179, 1.1787], [3.2214, 0.6102, 1.0540], [3.2645, 1.6823, 2.4159], [3.4314, 0.0691, 5.3352], [2.3322, -0.0921, 6.3339], [1.0631, 0.7898, 5.5811], [0.0403, 1.5637, 6.2513], [0.7011, 0.3526, 4.2460], [3.0245, 0.7213, 7.6947], [2.6093, 2.0649, 8.0541], [4.4803, 0.6149, 7.7587], [1.3823, -1.0813, 7.3074], [0.5460, -2.0728, 6.6326], [1.2617, -1.0747, 8.7582], [-0.5737, 0.9799, 6.9527], [-0.6431, 1.9875, 5.5148], [0.4590, 2.4160, 6.7803], [-0.0052, -0.4918, 4.2485], [1.5951, 0.0429, 3.7021], [0.2514, 1.1695, 3.6739], [2.7394, 2.7851, 7.2340], [3.1945, 2.4123, 8.9069], [1.5717, 2.0845, 8.3907], [4.9826, 1.3224, 7.0895], [4.8117, -0.3871, 7.4925], [4.8110, 0.8104, 8.7812], [-0.4828, -1.7136, 6.5097], [0.5154, -3.0100, 7.1883], [0.9428, -2.3091, 5.6439], [0.5564, -0.3070, 9.0880], [2.2132, -0.9192, 9.2529], [0.8893, -2.0408, 9.1055]]}



2.
{"formula": "C4H14N2O2", "method": "ωB97M-V/def2-TZVPD", "total_energy_ev": -11449.5283, "largest_force_ev_per_a": 1.9, "smiles": "CCC/N=C\\N.O.O", "relative_energy_ev": 1.162, "orbital_gap_ev": 9.99, "total_charge": 0, "symbols": ["C", "C", "C", "N", "C", "N", "H", "H", "H", "H", "H", "H", "H", "H", "H", "H", "O", "H", "H", "O", "H", "H"], "xyz": [[2.2950, 0.9363, 0.4304], [1.3799, 1.1615, -0.7724], [-0.0641, 0.7480, -0.4857], [-0.5599, -0.5685, -0.8247], [0.0140, -1.6516, -1.0781], [1.3943, -1.9244, -1.0914], [2.1479, -0.0753, 0.8156], [3.3417, 1.1732, 0.2505], [2.0431, 1.6346, 1.2362], [1.4398, 2.2046, -1.0852], [1.7179, 0.6229, -1.6578], [-0.7413, 1.3511, -1.0857], [-0.3004, 1.0195, 0.5420], [-0.5273, -2.5244, -1.4272], [2.0151, -1.2856, -0.6213], [1.5789, -2.8610, -0.7317], [-3.2781, -0.0804, -0.1553], [-2.7479, 0.6661, 0.1288], [-2.6425, -0.6627, -0.6028], [-0.9305, 0.9742, 3.1218], [-0.1077, 0.7678, 2.6687], [-1.3562, 1.7361, 2.7253]]}



3.
{"formula": "ClNaO4", "method": "ωB97M-V/def2-TZVPD", "total_energy_ev": -25120.1808, "largest_force_ev_per_a": 4.2, "relative_energy_ev": 2.039, "orbital_gap_ev": 5.75, "total_charge": 0, "symbols": ["Na", "Cl", "O", "O", "O", "O"], "xyz": [[-0.6193, -3.0697, 1.7237], [0.1754, 0.5850, -0.3399], [0.9937, -0.6584, -0.4158], [-0.4106, 1.0617, -1.6313], [-1.0113, 0.4044, 0.4194], [0.8720, 1.6770, 0.2440]]}



4.
{"formula": "C24H31AsF6N2O4PtSi2", "method": "ωB97M-V/def2-TZVPD", "total_energy_ev": -132711.7545, "largest_force_ev_per_a": 1.1, "orbital_gap_ev": 4.64, "total_charge": -2, "symbols": ["Pt", "O", "C", "C", "C", "C", "C", "C", "C", "O", "N", "N", "C", "C", "C", "C", "C", "C", "C", "O", "H", "H", "H", "H", "H", "H", "H", "H", "H", "H", "C", "Si", "C", "C", "As", "Si", "C", "C", "C", "H", "H", "H", "H", "H", "H", "H", "H", "H", "H", "H", "H", "H", "H", "H", "H", "H", "H", "C", "C", "O", "C", "F", "F", "F", "C", "F", "F", "F", "H", "H", "H"], "xyz": [[0.2935, -0.1066, -0.1097], [-2.8068, -2.6288, 3.4056], [-2.0325, -1.8958, 4.2226], [-2.1871, -2.0679, 5.5963], [-1.4310, -1.3299, 6.4903], [-0.5109, -0.4022, 6.0170], [-0.3367, -0.2430, 4.6534], [-1.0766, -0.9822, 3.7353], [-0.8065, -0.8204, 2.2961], [0.2665, -0.2158, 1.9416], [-1.6730, -1.3469, 1.4584], [-1.3273, -1.1432, 0.1470], [-1.9310, -1.8080, -0.7631], [-1.6844, -1.6983, -2.1714], [-2.4290, -2.5292, -3.0269], [-2.2972, -2.4955, -4.3947], [-1.4140, -1.5699, -4.9666], [-0.6650, -0.7447, -4.1651], [-0.7205, -0.8097, -2.7505], [0.0955, -0.0546, -2.0996], [-2.5978, -2.3121, 2.4773], [-2.9108, -2.7951, 5.9433], [-1.5653, -1.4783, 7.5555], [0.0706, 0.1911, 6.7119], [0.3749, 0.4748, 4.2658], [-2.6862, -2.5092, -0.4165], [-3.1344, -3.2185, -2.5721], [-2.8739, -3.1643, -5.0218], [-1.3110, -1.5038, -6.0437], [0.0227, -0.0262, -4.5932], [-2.2245, 3.8825, -2.8182], [-2.9250, 3.2388, -1.1690], [-4.3278, 2.0311, -1.6166], [-3.8467, 4.7568, -0.4475], [-1.5545, 2.2724, 0.4265], [0.3080, 3.5955, 0.0196], [1.4721, 3.3295, 1.4925], [-0.1405, 5.4574, 0.1651], [1.1968, 3.4489, -1.6418], [-3.0071, 4.2371, -3.4975], [-1.6672, 3.0847, -3.3185], [-1.5292, 4.7055, -2.6334], [-5.1289, 2.4915, -2.2057], [-4.7632, 1.6288, -0.6969], [-3.9250, 1.1840, -2.1817], [-4.5794, 5.1948, -1.1410], [-3.1270, 5.5355, -0.1786], [-4.3701, 4.4688, 0.4686], [1.0086, 3.6796, 2.4184], [2.4403, 3.8279, 1.3709], [1.6441, 2.2555, 1.5949], [-0.6753, 5.6389, 1.1012], [-0.7950, 5.7608, -0.6593], [0.7471, 6.1060, 0.1448], [1.4559, 2.4015, -1.7993], [2.1271, 4.0275, -1.6705], [0.5518, 3.7624, -2.4661], [3.9316, 0.3289, 1.2841], [3.4469, -0.0301, -0.1378], [2.2887, 0.5331, -0.4962], [3.4059, -1.5887, -0.2226], [4.6331, -2.1668, -0.0465], [2.9453, -2.0470, -1.3932], [2.6251, -2.1041, 0.7432], [4.5543, 0.4544, -1.1257], [4.5648, 1.7983, -1.1870], [5.8164, 0.0990, -0.7512], [4.4014, 0.0031, -2.3820], [3.1844, -0.0301, 1.9918], [3.9789, 1.4141, 1.3526], [4.9018, -0.1114, 1.5147]]}



5.
{"formula": "C22H43Cl3HfNOP", "method": "ωB97M-V/def2-TZVPD", "total_energy_ev": -75218.5046, "largest_force_ev_per_a": 6.9, "relative_energy_ev": 0.000, "orbital_gap_ev": 2.90, "total_charge": -2, "symbols": ["C", "C", "C", "C", "C", "C", "C", "C", "C", "C", "Hf", "Cl", "Cl", "Cl", "H", "H", "H", "H", "H", "H", "H", "H", "H", "H", "H", "H", "H", "H", "H", "O", "H", "C", "C", "C", "C", "P", "N", "C", "C", "C", "C", "C", "C", "C", "C", "H", "H", "H", "H", "H", "H", "H", "H", "H", "H", "H", "H", "H", "H", "H", "H", "H", "H", "H", "H", "H", "H", "H", "H", "H", "H", "H"], "xyz": [[2.2478, -2.7473, -3.1153], [2.6478, -1.6004, -3.8492], [1.5230, -1.1375, -4.5862], [3.9696, -0.9420, -3.8085], [0.4331, -2.0123, -4.3190], [0.8850, -3.0183, -3.4270], [0.0543, -4.1109, -2.8916], [3.0915, -3.4587, -2.1291], [1.4972, 0.0707, -5.4323], [-0.9508, -1.8449, -4.8157], [1.2645, 0.2697, -0.6749], [2.5844, 1.8301, -1.5226], [3.0531, -0.5565, 0.7434], [-0.3926, 0.6503, -2.4330], [4.6386, -1.4774, -3.1266], [3.8884, 0.0979, -3.4586], [4.4307, -0.9311, -4.8064], [2.0564, 0.8896, -4.9616], [0.4677, 0.4055, -5.5974], [1.9530, -0.1295, -6.4129], [-1.2566, -0.7936, -4.7646], [-1.6441, -2.4312, -4.2050], [-1.0406, -2.1806, -5.8570], [-0.9764, -3.7720, -2.7396], [0.4453, -4.4435, -1.9272], [0.0331, -4.9653, -3.5853], [3.6937, -2.7507, -1.5464], [3.7702, -4.1683, -2.6245], [2.4557, -3.9944, -1.4197], [0.5844, -2.0720, -0.7538], [-0.0566, -2.3398, -0.0656], [-3.5500, 1.1950, 2.4623], [-2.4915, 0.7299, 1.4467], [-2.5528, -0.7955, 1.2766], [-2.8227, 1.3290, 0.0704], [-0.7563, 1.2204, 1.9797], [0.1970, 1.0264, 0.7390], [-0.5900, 3.0577, 2.3626], [-1.1140, 3.3904, 3.7672], [0.8894, 3.4710, 2.2325], [-1.3650, 3.8658, 1.3109], [-0.1261, 0.1220, 3.3728], [-1.1236, 0.0584, 4.5435], [0.1351, -1.3091, 2.8703], [1.2272, 0.6592, 3.8595], [-4.5301, 0.8198, 2.1224], [-3.6220, 2.2895, 2.5161], [-3.3790, 0.8006, 3.4711], [-3.4915, -1.0498, 0.7615], [-1.7317, -1.1505, 0.6356], [-2.5500, -1.3345, 2.2307], [-3.0133, 2.4046, 0.0992], [-2.0069, 1.1266, -0.6350], [-3.7279, 0.8358, -0.3113], [-0.4901, 2.9574, 4.5607], [-1.0797, 4.4867, 3.8885], [-2.1564, 3.0768, 3.9146], [1.2862, 3.1537, 1.2625], [0.9455, 4.5670, 2.2936], [1.5240, 3.0546, 3.0194], [-1.0793, 3.5561, 0.2982], [-2.4529, 3.8007, 1.4333], [-1.0870, 4.9240, 1.4246], [-2.0346, -0.4960, 4.2828], [-0.6394, -0.4862, 5.3713], [-1.4011, 1.0498, 4.9229], [0.7371, -1.2936, 1.9527], [0.7261, -1.8365, 3.6342], [-0.7750, -1.8849, 2.6966], [1.9406, 0.6830, 3.0242], [1.1580, 1.6375, 4.3439], [1.6228, -0.0483, 4.6046]]}



> Which formula does entry 4 have?

C24H31AsF6N2O4PtSi2